11
Properties=species:S:1:pos:R:3 method="wB97M-V/def2-TZVPD" largest_force_ev_per_a=8.7 homo_lumo_gap_ev=8.17 multiplicity=1 lumo_energy_ha=0.0044 de_lowest_kj_mol=440.40
C 0.6170 -0.0491 -0.3149
N -0.2192 -1.0808 -0.0561
N 0.5156 1.2489 0.6368
O 0.8188 0.6857 -2.5761
O 2.0538 -1.4477 -2.0102
O -0.5467 0.9452 1.4888
S 1.9542 -0.0813 -1.5683
H -0.9397 -0.8537 0.6746
H -0.3066 -1.6765 -0.8864
H 1.1778 1.5649 -2.6730
H -0.1777 1.5049 2.2095